95
Properties=species:S:1:pos:R:3 method="wB97M-V/def2-TZVPD" lumo_ev=-0.024 relative_energy_kcal_mol=11.4 mol_weight_g_mol=1045.3
C 0.29587 33.07535 -32.28042
Br 0.89030 31.21056 -32.52992
Br 0.18875 33.97387 -34.01465
Br 1.33706 34.07147 -30.98986
H -0.70959 33.02535 -31.88830
C 0.98568 27.77850 -31.41294
C 2.39139 27.51906 -30.89852
O 3.03900 26.85939 -31.98657
C 2.28161 26.91714 -33.06745
O 2.59815 26.53754 -34.16103
O 1.06556 27.40746 -32.77384
H 0.75130 28.83600 -31.29625
H 0.21369 27.27275 -30.83770
H 2.42753 26.94892 -29.97565
H 2.98522 28.41196 -30.68770
C 4.85640 29.74629 -30.13075
C 6.29363 30.18521 -30.07057
O 6.22139 31.53318 -29.61487
C 4.93385 31.94996 -29.67806
O 4.59918 33.05129 -29.41039
O 4.13103 30.95718 -30.11044
H 4.59142 29.13118 -29.26450
H 4.74819 29.06390 -30.97528
H 6.78532 30.15488 -31.04371
H 6.85502 29.61265 -29.33238
C -0.87226 31.01808 -29.26667
C -1.31407 30.85282 -27.84017
O -0.38276 29.87496 -27.36225
C 0.74740 30.03257 -28.08566
O 1.77717 29.58641 -27.65890
O 0.50508 30.68445 -29.21856
H -1.05784 32.05120 -29.56816
H -1.43655 30.41780 -29.98597
H -2.34687 30.56674 -27.63919
H -1.25012 31.77579 -27.25242
C -1.39110 27.87304 -36.17267
C -2.52711 28.90981 -36.15204
O -2.79538 29.19258 -34.79656
C -1.69549 28.80333 -34.08615
O -1.52207 28.96117 -32.92201
O -0.90362 28.01704 -34.82995
H -0.64338 28.17475 -36.90079
H -1.75688 26.85804 -36.31190
H -3.33667 28.45438 -36.72060
H -2.14395 29.82147 -36.61351
C -1.98254 27.04433 -26.68997
C -0.60414 26.58306 -27.20696
O -0.75331 26.67346 -28.63824
C -1.98504 27.10877 -28.97512
O -2.38912 27.43556 -30.04122
O -2.73023 27.28065 -27.86283
H -1.89703 28.04068 -26.25757
H -2.45048 26.23838 -26.12899
H -0.44309 25.53648 -26.95995
H 0.15473 27.22938 -26.77160
C 4.11234 24.28186 -35.68878
C 2.99320 24.10404 -36.72248
O 3.32637 25.01163 -37.73248
C 4.49200 25.61842 -37.47868
O 5.03871 26.33724 -38.24097
O 4.95350 25.29248 -36.23837
H 4.70412 23.36946 -35.59157
H 3.64815 24.47885 -34.72640
H 2.04844 24.28295 -36.20659
H 2.94032 23.07012 -37.06791
C 3.92159 25.68909 -26.67969
C 3.73172 26.85227 -27.66233
O 4.40265 26.31176 -28.81907
C 4.51805 24.96337 -28.73254
O 4.92055 24.29409 -29.62936
O 4.22964 24.54140 -27.49029
H 2.96234 25.41177 -26.23629
H 4.62678 25.81974 -25.86336
H 4.27951 27.69932 -27.26011
H 2.68414 27.08979 -27.81760
C 2.98850 28.86534 -36.52618
C 2.68987 29.74606 -35.31362
O 1.42168 30.29949 -35.62599
C 1.31593 30.36535 -36.98019
O 0.42314 30.94660 -37.50970
O 2.31625 29.66405 -37.53327
H 2.40015 27.94684 -36.47770
H 4.01416 28.79788 -36.86997
H 3.33506 30.62748 -35.22362
H 2.77371 29.19967 -34.37696
C 6.16405 26.48318 -31.87431
C 6.51153 25.91328 -33.24868
O 6.60538 27.02377 -34.12728
C 6.04796 28.09636 -33.51152
O 5.80591 29.14871 -34.02186
O 5.87447 27.83619 -32.22185
H 7.00545 26.39151 -31.18551
H 5.31840 25.99263 -31.40568
H 5.81761 25.14402 -33.59994
H 7.45881 25.38133 -33.39203


36
Properties=species:S:1:pos:R:3 method="wB97M-V/def2-TZVPD" lumo_ev=-0.851 relative_energy_kcal_mol=0.3 mol_weight_g_mol=369.8 smiles="NS(=O)(=O)c1ccc(CNC(=O)c2ccc(Cl)c([N+](=O)[O-])c2)cc1"
N 3.26938 2.35842 3.36227
S 2.49650 1.36035 4.47931
O 1.53032 2.14872 5.18531
O 3.50541 0.65109 5.20955
C 1.66130 0.23878 3.37545
C 2.29675 -0.92275 2.98995
C 1.66267 -1.77736 2.10315
C 0.39879 -1.46740 1.61613
C -0.22711 -0.29177 2.02253
C 0.40550 0.56583 2.90417
H -0.06064 1.47479 3.24841
H -1.21424 -0.06189 1.64967
C -0.30118 -2.37339 0.63502
N -0.57430 -1.68256 -0.60827
C -1.82637 -1.33842 -0.98015
O -2.81841 -1.65128 -0.35466
C -1.91440 -0.56029 -2.25866
C -0.94438 0.34071 -2.66191
C -1.09376 1.06264 -3.84270
C -2.22258 0.87903 -4.64663
C -3.20030 -0.02106 -4.22803
C -3.05515 -0.71747 -3.04700
H -3.82177 -1.39857 -2.71014
H -4.07451 -0.16149 -4.84290
Cl -2.42979 1.69131 -6.14246
N -0.03106 1.98644 -4.17507
O 1.05380 1.75868 -3.68168
O -0.27967 2.92000 -4.89793
H -0.06367 0.53941 -2.06761
H 0.21711 -1.39510 -1.16070
H -1.27429 -2.67977 1.03148
H 0.30232 -3.26299 0.43435
H 2.14835 -2.69140 1.79469
H 3.27036 -1.14346 3.39672
H 4.27132 2.31449 3.45262
H 2.93770 3.30772 3.41571


159
Properties=species:S:1:pos:R:3 method="wB97M-V/def2-TZVPD" lumo_ev=-0.061 relative_energy_kcal_mol=0.0 mol_weight_g_mol=1395.0 smiles="CCOC(=O)C(F)(F)F.CCOC(=O)C(F)(F)F.CCOC(=O)C(F)(F)F.CCOC(=O)C(F)(F)F.CCOC(=O)C(F)(F)F.CCOC(=O)C(F)(F)F.C[C@H]1COC(=O)O1.C[C@H]1COC(=O)O1.C[C@H]1COC(=O)O1.C[C@H]1COC(=O)O1.COCCOCCOC"
C -6.94402 -2.31148 -13.22593
O -6.54382 -3.45610 -12.50449
C -6.40331 -3.45620 -11.03625
C -5.38023 -4.61270 -10.66612
O -5.77847 -5.93329 -11.01191
C -4.74711 -6.89205 -11.00234
C -4.09607 -7.03339 -9.61635
O -2.97113 -6.07694 -9.54404
C -2.44804 -5.93629 -8.23479
H -7.08251 -2.28593 -14.30680
H -6.26684 -1.48115 -13.02570
H -7.90782 -2.24119 -12.72170
H -7.42323 -3.58550 -10.67411
H -6.06424 -2.45707 -10.76259
H -5.15147 -4.44754 -9.61326
H -4.47391 -4.41273 -11.23768
H -3.95184 -6.62518 -11.69834
H -5.19380 -7.81235 -11.37863
H -3.74646 -8.03832 -9.37971
H -4.89136 -6.86568 -8.89008
H -1.95430 -6.82929 -7.85154
H -3.25480 -5.75843 -7.52373
H -1.70030 -5.14438 -8.19180
C -4.39666 8.36729 7.33946
C -5.94855 8.29226 7.55751
O -6.60401 7.00338 7.78159
C -6.26964 6.31985 8.92791
O -5.22138 6.46961 9.55916
C -7.34961 5.17154 9.20211
F -8.02736 4.97953 8.02877
F -6.85806 4.00971 9.56848
F -8.24535 5.51768 10.11904
H -4.00954 8.78662 8.26812
H -4.26124 9.09997 6.54388
H -3.91779 7.39518 7.22199
H -6.43429 8.72600 6.68342
H -6.25214 8.73993 8.50384
C -7.72841 -1.84904 1.33706
C -7.76351 -3.25471 0.84432
O -8.76482 -3.39458 -0.15530
C -8.66481 -3.00818 -1.45737
O -7.71087 -2.33492 -1.84815
C -9.79685 -3.41091 -2.38718
F -10.95440 -3.80731 -1.84856
F -10.00880 -2.49414 -3.31839
F -9.37391 -4.53141 -2.99528
H -8.67144 -1.54621 1.79212
H -7.51405 -1.17815 0.50516
H -7.00811 -1.68329 2.13818
H -8.08396 -3.97520 1.59684
H -6.70444 -3.41810 0.64481
C 8.55557 0.20519 0.80067
C 9.77095 1.01081 1.01689
O 10.35253 0.52820 2.26779
C 9.77984 0.78090 3.43352
O 8.89186 1.60846 3.64885
C 10.45325 -0.08663 4.47665
F 10.41072 -1.34695 4.17182
F 11.71248 0.30785 4.48539
F 9.86899 0.06151 5.63248
H 7.71695 0.29356 1.49132
H 8.81714 -0.83657 0.61515
H 8.13899 0.36520 -0.19379
H 9.55150 2.06714 1.17211
H 10.55638 0.99920 0.26119
C 1.05184 2.64691 2.80747
C 1.38080 2.10107 1.37655
O 0.74829 0.76470 1.26211
C 0.76603 0.13818 0.03565
O 1.34108 0.36803 -0.96742
C 0.00982 -1.24039 0.14690
F 0.89009 -2.21935 0.25921
F -0.81090 -1.16848 1.17131
F -0.68822 -1.55931 -1.00635
H -0.02263 2.56436 2.97116
H 1.32034 3.69691 2.92358
H 1.44572 1.96740 3.56327
H 2.45585 2.02736 1.21239
H 1.04117 2.88051 0.69448
C 10.00908 -11.89207 -0.18295
C 8.64823 -11.46629 0.29880
O 7.64495 -11.22588 -0.66269
C 7.56593 -10.09717 -1.39305
O 8.41192 -9.15246 -1.43239
C 6.26207 -10.02844 -2.23287
F 6.55121 -9.40668 -3.46301
F 5.70864 -11.23082 -2.37802
F 5.40265 -9.12031 -1.72997
H 9.68177 -12.70349 -0.83300
H 10.79026 -12.32538 0.44164
H 10.47981 -11.07841 -0.73475
H 8.79164 -10.54405 0.86185
H 8.21501 -12.08127 1.08760
C 6.46696 9.61810 2.68309
C 7.35120 10.17913 1.62345
O 7.04781 9.55941 0.32941
C 7.29386 10.23193 -0.79782
O 7.72110 11.34776 -0.94266
C 6.84941 9.50046 -2.07792
F 5.74394 9.92906 -2.68362
F 7.84989 9.66529 -2.97296
F 6.66177 8.26414 -1.77221
H 6.39441 10.14467 3.63470
H 6.82960 8.65992 3.05520
H 5.48608 9.44759 2.23934
H 8.41985 10.13587 1.83374
H 7.21077 11.23920 1.41224
C -1.95083 7.82000 -4.17980
C -1.48084 7.12575 -2.87245
C -1.54602 7.99940 -1.60245
O -2.20532 7.14192 -0.68003
C -2.72461 6.15025 -1.24209
O -3.36903 5.30779 -0.58166
O -2.46766 6.15884 -2.57607
H -2.03046 7.06223 -4.95926
H -1.18961 8.54327 -4.47225
H -2.90550 8.27558 -3.91689
H -0.70934 6.35695 -2.91515
H -2.19464 8.87491 -1.63225
H -0.61419 8.32132 -1.13751
C 3.97433 -3.13739 5.01646
C 4.26719 -4.33501 5.98060
C 5.71753 -4.83996 5.85415
O 6.32441 -4.51930 7.08786
C 5.44035 -3.77609 7.82850
O 5.71732 -3.25800 8.89764
O 4.37269 -3.54527 7.10769
H 3.07190 -2.61962 5.34149
H 3.75070 -3.42120 3.98810
H 4.80534 -2.44779 4.86820
H 3.45280 -5.05643 6.04701
H 6.40233 -4.35300 5.15988
H 5.57710 -5.91962 5.80202
C -5.60880 2.29939 -6.57510
C -4.15859 1.87738 -6.99796
C -3.61168 0.51939 -6.86167
O -2.78897 0.49098 -7.99057
C -3.07399 1.47151 -8.89485
O -2.51215 1.62049 -9.91613
O -4.10051 2.20153 -8.41676
H -5.87566 3.23492 -7.06668
H -5.70250 2.39361 -5.49323
H -6.39063 1.57820 -6.81328
H -3.43902 2.46910 -6.43212
H -4.36877 -0.26451 -6.84132
H -3.15716 0.62585 -5.87670
C -2.22134 -0.05448 9.65148
C -2.31902 -1.31177 10.45697
C -1.01095 -2.08283 10.51526
O -0.65888 -2.04665 11.86519
C -1.49918 -1.25612 12.60065
O -1.35364 -0.97525 13.70761
O -2.45299 -0.87706 11.79757
H -3.17260 0.33443 9.28825
H -1.65400 -0.31905 8.75917
H -1.75042 0.80400 10.13040
H -3.19951 -1.88298 10.16274
H -0.38292 -1.45043 9.88777
H -1.09924 -3.10399 10.14438


8
Properties=species:S:1:pos:R:3 method="wB97M-V/def2-TZVPD" lumo_ev=0.611 relative_energy_kcal_mol=22.5 mol_weight_g_mol=161.4 smiles="C=C(F)Br.Cl"
C 0.47659 0.90511 -0.05153
C 0.85659 0.38812 1.09895
F 1.98228 0.68187 1.83499
Cl -2.26862 -1.33574 -1.21690
Br 0.07665 -1.22371 1.86890
H -0.26672 0.34393 -0.60022
H 0.94163 1.67079 -0.53424
H -1.79840 -1.43036 -2.39993


24
Properties=species:S:1:pos:R:3 method="wB97M-V/def2-TZVPD" lumo_ev=-2.904 relative_energy_kcal_mol=35.7 mol_weight_g_mol=118.2 total_charge=+1
C -1.32603 -0.05548 0.57582
C -2.80353 -0.41627 0.48887
N -3.00511 -1.73522 1.04174
N -1.05746 1.27962 -0.03135
H -1.00305 -0.06044 1.61629
H -0.75484 -0.81795 0.04930
H -3.39555 0.37085 0.96516
H -3.08322 -0.44010 -0.56799
H -3.98300 -2.01068 0.97880
H -2.77386 -1.73757 2.02734
H -1.92191 1.61508 -0.44681
H -0.83295 1.95178 0.68688
C 3.42351 -0.71908 0.53986
C 2.21007 -0.01577 0.02958
C 2.06545 0.30988 -1.23964
N 0.92078 1.05219 -1.76948
H 4.04108 -1.05664 -0.29075
H 4.02206 -0.03059 1.13703
H 3.18145 -1.57184 1.16274
H 1.40898 0.27554 0.70053
H 2.83105 0.08019 -1.97200
H 0.04053 1.17069 -1.02556
H 1.22967 1.97682 -2.05768
H 0.56589 0.58496 -2.59869


23
Properties=species:S:1:pos:R:3 method="wB97M-V/def2-TZVPD" lumo_ev=-8.335 relative_energy_kcal_mol=104.9 mol_weight_g_mol=126.2 total_charge=+2
C 3.29342 0.47441 0.87431
C 3.26193 0.35212 -0.61066
C -2.97070 -1.26223 0.60338
C -2.50780 -1.16549 -0.76110
C 1.18639 -1.02700 0.09813
C 0.75175 0.36131 0.01988
C -2.94938 1.31961 -0.42236
N 2.15032 -0.00613 0.19838
N -2.70959 -0.02980 -0.20154
H 3.89528 -0.25833 1.59754
H 3.32341 1.52118 1.20751
H 3.28073 1.25598 -1.14350
H 3.79644 -0.42407 -1.03769
H -4.00267 -1.51193 0.80145
H -2.19002 -1.30661 1.40571
H 0.63435 0.81919 -0.95376
H -2.03586 -1.61712 -1.60912
H 1.00970 -1.73849 0.97702
H 1.30453 -1.70573 -0.82070
H 0.28821 0.70530 0.90757
H -2.58245 1.63842 -1.35993
H -3.97344 1.62705 -0.07521
H -2.25458 1.97838 0.30469


| no. | frontier orbital gap (eV) | largest force on an atom (hartree/bohr) |
| --- | --- | --- |
| 1 | 9.882 | 0.0397 |
| 2 | 8.957 | 0.0212 |
| 3 | 9.070 | 0.1240 |
| 4 | 10.534 | 0.0548 |
| 5 | 9.762 | 0.0110 |
| 6 | 10.993 | 0.1038 |